(1)
ORCA calculation (ωB97M-V/def2-TZVPD) on a single C12H25N5O3 molecule at a distorted geometry.

```
! RIJCOSX wB97M-V def2-TZVPD def2/J DEFGRID3
* xyz 0 1
C 1.346 2.414 0.203
C 1.331 0.914 -0.264
C 0.773 2.533 1.635
C 1.645 1.970 2.815
C 1.143 0.618 3.431
C 0.557 -1.623 2.524
C -0.065 -0.741 -1.354
C 0.110 -0.617 -2.909
C -1.360 -1.351 -0.892
C -2.644 -0.958 -1.691
C -3.137 0.467 -1.564
C -3.746 -1.877 -1.236
H -0.246 3.523 -0.443
H 0.878 3.378 -1.633
H 2.443 2.535 0.226
H 0.654 3.573 1.902
H -0.275 2.187 1.683
H 1.861 2.764 3.588
H 2.608 1.705 2.338
H 1.807 0.342 4.303
H 0.139 0.765 3.833
H 2.046 -0.529 1.882
H 1.795 -2.326 1.369
H -0.975 -2.536 3.208
H -1.092 -0.907 3.487
H -0.609 1.301 -0.864
H 0.750 -1.370 -0.998
H -1.329 -2.448 -0.930
H -1.554 -1.116 0.240
H -2.367 -1.152 -2.763
H -2.594 1.271 -2.033
H -3.271 0.695 -0.523
H -4.133 0.559 -1.985
H -4.122 -1.684 -0.184
H -4.625 -1.764 -1.836
H -3.446 -2.901 -1.264
H 0.522 -2.572 -3.035
N 0.745 3.478 -0.645
N 1.207 -0.416 2.446
N 0.918 -2.632 1.835
N -0.481 -1.710 3.461
N 0.102 0.544 -0.668
O 2.357 0.285 -0.282
O -0.097 0.392 -3.524
O 0.489 -1.757 -3.539
*
```

calculated total energy	-971.7712	Eh
HOMO energy	-8.79	eV
SMILES	[H]/N=C(/N)NCCC[C@H](N)C(=O)N[C@@H](CC(C)C)C(=O)O
LUMO energy	0.4960	eV
energy relative to the best compared isomer or geometry (same formula, charge and spin)	26.0	kcal per mole
gap between HOMO and LUMO	9.284	eV

Just the Mulliken charges please, in e? Sure, here they are: -0.271 0.242 -0.864 -0.807 -0.746 0.546 -0.411 0.177 -1.013 1.240 -1.664 -1.695 0.235 0.299 0.384 0.486 0.436 0.368 0.333 0.268 0.356 0.191 0.260 0.338 0.229 0.155 0.702 0.435 0.143 0.218 0.316 0.346 0.473 0.309 0.458 0.441 0.386 -0.662 -0.031 -0.880 -0.587 0.609 -0.687 -0.538 -0.525

---

(2)
ORCA calculation (ωB97M-V/def2-TZVPD) on a molecular structure, C12H26AlO4P at a distorted geometry.

```
! RIJCOSX wB97M-V def2-TZVPD def2/J DEFGRID3
* xyz -2 1
C 1.661 1.884 -3.390
C 0.315 2.626 -2.739
C -1.127 2.757 -3.561
C 0.391 3.239 -1.385
C 0.353 2.401 0.049
C -1.197 1.954 0.437
C -1.386 1.495 2.002
C -3.023 1.531 2.344
C -0.895 -0.032 2.341
C 0.695 -0.320 2.063
Al 1.103 -1.398 0.367
C -0.267 -1.191 -1.147
O -1.591 -1.334 -0.999
O 0.232 -0.901 -2.529
P 1.301 -3.718 0.746
C 1.839 -4.399 -0.994
O -0.258 -4.418 1.083
H 2.305 2.757 -3.868
H 1.369 1.091 -4.219
H 2.320 1.343 -2.580
H -1.956 3.050 -2.780
H -1.069 3.638 -4.357
H -1.390 1.785 -4.168
H 0.466 4.415 -1.284
H 0.736 3.074 0.932
H 1.089 1.499 -0.075
H -1.844 2.949 0.308
H -1.656 1.191 -0.346
H -0.875 2.328 2.665
H -3.167 0.722 3.205
H -3.375 2.563 2.774
H -3.648 1.142 1.430
H -1.059 -0.184 3.513
H -1.567 -0.878 1.836
H 1.092 -0.946 2.987
H 1.329 0.671 2.033
H 2.518 -0.886 -0.195
H 1.465 -3.584 -1.775
H 2.998 -4.538 -1.085
H 1.219 -5.368 -1.214
H -0.793 -4.357 0.218
O 2.004 -4.232 3.874
H 2.243 -5.168 3.951
H 1.098 -4.251 3.529
*
```

calculated total energy	-1357.2449	Eh
HOMO energy	-0.02	eV
LUMO energy	5.3307	eV
gap between HOMO and LUMO	5.353	eV

Just the Mulliken charges please, in e? Sure, here they are: -0.802 0.790 -1.058 -1.082 0.273 -0.503 0.347 -1.205 -0.715 -0.583 -0.127 0.493 -0.708 -0.758 0.217 -0.913 -0.553 0.298 0.227 0.191 0.233 0.288 0.286 0.111 0.396 -0.229 0.264 0.142 0.219 0.337 0.303 0.281 0.283 0.246 0.297 0.168 -0.439 0.240 0.235 0.228 0.295 -0.608 0.282 0.311

---

(3)
ORCA calculation (ωB97M-V/def2-TZVPD) on a molecular structure, C12H26AsBrN3O10P2SSm at a distorted geometry.

```
! RIJCOSX wB97M-V def2-TZVPD def2/J DEFGRID3
* xyz 0 6
Sm -0.370 -0.799 0.351
O -0.445 0.722 -3.155
P -1.289 0.993 -1.898
O -2.234 2.162 -2.233
O -0.550 1.206 -0.601
O -2.195 -0.336 -1.656
P -1.831 -1.922 -2.103
O -3.279 -2.545 -2.257
O -1.094 -1.832 -3.381
O -1.232 -2.481 -0.844
H -0.423 -0.243 -3.413
H -3.557 -2.546 -3.179
Br 0.606 0.397 3.939
C 2.040 0.271 2.695
C 3.332 0.320 3.193
C 4.378 0.196 2.298
C 4.111 0.028 0.949
C 2.788 -0.017 0.548
N 1.767 0.121 1.410
C 2.455 -0.295 -0.912
O 3.239 0.060 -1.765
O 1.331 -0.925 -1.069
H 3.501 0.441 4.253
H 5.399 0.223 2.656
H 4.886 -0.070 0.205
N -3.437 3.217 0.106
C -2.838 4.330 0.861
C -1.381 4.047 1.206
N -1.119 2.917 2.088
H -4.426 3.387 -0.050
H -3.399 2.379 0.680
H -2.644 2.570 -1.407
H -3.404 4.525 1.782
H -2.889 5.230 0.245
H -0.961 4.949 1.657
H -0.813 3.866 0.289
H -1.355 2.018 1.677
H -1.593 3.001 2.981
C -3.576 -0.463 1.558
O -2.199 -0.650 1.534
H -3.855 0.465 2.084
H -4.111 -1.271 2.085
H -3.996 -0.414 0.541
C -2.855 -3.720 1.464
As -1.520 -3.186 2.729
C -1.294 -4.844 3.695
C -2.227 -2.099 4.135
S 0.471 -2.785 2.073
H -3.689 -4.094 2.061
H -2.409 -4.525 0.882
H -3.164 -2.922 0.800
H -2.241 -5.161 4.133
H -0.552 -4.683 4.477
H -0.926 -5.603 3.007
H -3.179 -2.536 4.439
H -2.353 -1.069 3.821
H -1.508 -2.178 4.952
*
```

calculated total energy	-7938.6527	Eh
HOMO energy (spin up / spin down)	-8.90 / -8.92	eV
LUMO energy (spin up / spin down)	0.2282 / 0.2281	eV
energy relative to the best compared isomer or geometry (same formula, charge and spin)	1.3	kcal per mole
⟨S²⟩	8.76
gap between HOMO and LUMO (spin up / spin down)	9.125 / 9.149	eV

Just the Mulliken charges please, in e? Sure, here they are: 0.768 -0.446 0.646 -0.547 -0.218 -0.100 0.693 -0.525 -0.814 -0.236 0.484 0.334 -0.069 0.172 -0.677 -0.350 -0.783 0.644 0.186 0.319 -0.667 -0.488 0.436 0.412 0.497 -0.476 -0.574 -0.592 -0.233 0.233 0.049 0.442 0.354 0.367 0.438 0.175 -0.031 0.239 -1.212 -0.050 0.243 0.319 0.264 -0.948 1.150 -1.195 -1.000 -0.561 0.430 0.374 0.099 0.400 0.355 0.358 0.415 0.092 0.406

---

(4)
ORCA calculation (ωB97M-V/def2-TZVPD) on a molecular structure, C12H26BCaN2O2P2 at a distorted geometry.

```
! RIJCOSX wB97M-V def2-TZVPD def2/J DEFGRID3
* xyz 1 1
Ca 0.411 1.332 0.436
P 2.377 -0.922 0.922
C 2.434 -1.215 -0.908
C 1.114 -1.401 -1.615
N 0.001 -0.730 -1.218
C -1.202 -1.096 -1.729
C -1.305 -2.039 -2.756
C -0.161 -2.631 -3.273
C 1.054 -2.299 -2.683
C -2.493 -0.557 -1.176
P -2.427 0.987 -0.150
H 1.956 -2.775 -3.060
H -2.267 -2.378 -3.131
H -0.215 -3.370 -4.088
H -3.198 -0.309 -1.980
H -2.983 -1.301 -0.530
H 3.026 -0.369 -1.303
H 3.044 -2.130 -0.933
H 1.036 3.927 -1.564
O 1.191 2.943 -1.512
H 2.068 2.789 -1.921
H -0.585 4.581 0.676
O -0.644 4.349 -0.280
H -0.956 5.174 -0.703
C -2.779 2.088 -1.577
H -3.795 1.833 -1.919
H -2.683 3.155 -1.359
H -2.054 1.829 -2.356
C -4.146 0.908 0.509
H -4.394 1.734 1.182
H -4.888 0.901 -0.314
H -4.272 -0.033 1.063
C 2.431 -2.693 1.445
H 3.380 -3.137 1.121
H 2.341 -2.808 2.526
H 1.619 -3.236 0.958
C 4.179 -0.650 1.164
H 4.418 -0.362 2.191
H 4.744 -1.565 0.905
H 4.487 0.156 0.493
B -0.009 0.099 5.209
C 0.097 0.627 3.780
N 0.148 0.936 2.645
H 0.934 -0.653 5.440
H -0.990 -0.625 5.272
H -0.041 0.935 6.102
*
```

calculated total energy	-2117.8748	Eh
HOMO energy	-11.03	eV
LUMO energy	-3.3460	eV
energy relative to the best compared isomer or geometry (same formula, charge and spin)	0.0	kcal per mole
gap between HOMO and LUMO	7.688	eV

Just the Mulliken charges please, in e? Sure, here they are: 1.505 0.635 -1.128 0.309 0.391 0.049 -0.624 -0.545 -0.730 -0.960 0.527 0.446 0.452 0.415 0.546 0.488 0.408 0.436 0.300 -0.595 0.279 0.315 -0.550 0.283 -1.187 0.429 0.319 0.324 -1.220 0.370 0.359 0.392 -1.334 0.432 0.387 0.346 -1.214 0.374 0.373 0.355 -0.070 0.037 -0.843 -0.097 -0.082 -0.098

---

(5)
ORCA calculation (ωB97M-V/def2-TZVPD) on 3 unconnected molecules or ions with the total composition C12H26BClFIO4PS2.

```
! RIJCOSX wB97M-V def2-TZVPD def2/J DEFGRID3
* xyz -1 1
O 3.845 -0.655 -0.332
S 3.509 -0.512 -1.714
O 4.491 -0.904 -2.679
Cl 1.833 -1.583 -2.077
C 3.016 1.171 -2.021
C 2.503 1.899 -0.772
C 1.648 3.134 -1.140
C 0.278 3.195 -0.457
B -0.814 2.033 -0.816
I -0.693 0.317 0.653
C -0.737 1.416 -2.323
C -0.921 2.410 -3.433
F -0.651 1.830 -4.689
P -2.596 2.855 -0.526
S -4.217 1.742 -0.348
H 2.327 1.213 -2.862
H 3.966 1.602 -2.343
H 1.978 1.224 -0.100
H 3.393 2.237 -0.241
H 2.211 4.019 -0.827
H 1.565 3.214 -2.225
H 0.434 3.234 0.624
H -0.166 4.165 -0.726
H -1.531 0.670 -2.420
H 0.201 0.867 -2.433
H -0.271 3.283 -3.359
H -1.956 2.747 -3.477
H -2.753 3.803 -1.563
H -2.436 3.735 0.567
C 0.423 -4.453 -0.452
C -0.945 -4.226 -1.052
O -1.313 -3.138 -1.411
C -1.831 -5.447 -1.195
H 0.961 -3.511 -0.393
H 0.335 -4.878 0.549
H 0.983 -5.149 -1.080
H -2.014 -5.895 -0.217
H -1.345 -6.190 -1.830
H -2.779 -5.156 -1.641
C -1.735 -1.229 4.395
C -0.792 -0.163 4.905
O -0.410 0.727 4.191
C -0.353 -0.274 6.352
H -1.968 -1.031 3.351
H -1.272 -2.214 4.485
H -2.657 -1.226 4.980
H 0.161 -1.222 6.517
H -1.222 -0.234 7.012
H 0.319 0.547 6.591
*
```

calculated total energy	-2794.2434	Eh
HOMO energy	-4.55	eV
LUMO energy	2.5124	eV
gap between HOMO and LUMO	7.064	eV

Just the Mulliken charges please, in e? Sure, here they are: -0.585 1.108 -0.626 -0.129 -1.049 -0.326 -0.826 -0.986 0.073 -0.153 -0.289 -0.219 -0.383 0.097 -0.481 0.552 0.369 0.179 0.482 0.526 0.310 0.317 0.373 0.402 -0.147 0.170 0.274 -0.018 0.001 -0.867 0.856 -0.473 -1.198 0.094 0.338 0.314 0.334 0.327 0.296 -0.903 0.807 -0.484 -1.153 0.149 0.287 0.330 0.312 0.322 0.295

---

- The lowest calculated total energy belongs to which entry?
  C12H26AsBrN3O10P2SSm